Below is a 6-piece molecular cluster, C45H79NO20S6 overall in a non-equilibrium geometry, with properties calculated with wB97M-V/def2-TZVPD.

Calculated values
Net charge: 0
E, eV: -155380.917
E_LUMO, eV: -0.70
SMILES: [H]/N=C(/C)Cc1cc2c(cc1[C@@H](C)CC)C(=O)c1c(O)c(CCCS)c(COO)c(CCCCC)c1C2=O.CCOS(C)(=O)=O.CCOS(C)(=O)=O.CCOS(C)(=O)=O.CCOS(C)(=O)=O.CCOS(C)(=O)=O
Frontier orbital gap, eV: 7.660
Spin multiplicity: 1

Geometry as XYZ:
```
151
C45H79NO20S6 (wB97M-V/def2-TZVPD)
H 1.98602 1.88556 0.86698
N 1.64048 1.90242 -0.10787
C 1.49131 0.65894 -0.55757
C 0.92896 0.54848 -2.06469
C 1.81351 -0.61433 0.38346
C 0.68137 -1.72145 0.17437
C -0.65819 -1.48556 0.96979
C -1.84447 -2.45778 0.81480
C -1.64849 -3.67949 -0.16561
C -0.31600 -3.93162 -0.90913
C 0.90410 -2.94229 -0.75546
C 2.22544 -3.26369 -1.58892
C 2.41676 -2.29426 -2.88749
C 3.56600 -3.38022 -0.68513
C 4.82872 -2.57216 -1.26618
C -2.95260 -4.62086 -0.31339
O -2.91312 -5.87196 -0.37042
C -4.34386 -3.79933 -0.36799
C -5.46310 -4.16715 -1.36687
O -5.26715 -5.24518 -2.28173
C -6.76518 -3.31458 -1.37800
C -7.86754 -3.72728 -2.48712
C -7.79866 -2.58580 -3.65544
C -6.78097 -2.95706 -4.84072
S -4.98577 -2.71225 -4.42348
C -6.95818 -2.13900 -0.36695
C -8.32537 -1.31007 -0.43321
O -9.42852 -2.22019 -0.17090
O -10.46367 -1.77644 -0.93883
C -5.84386 -1.72947 0.67106
C -6.01748 -0.53091 1.71299
C -5.69162 0.92217 1.11194
C -5.72152 1.95008 2.37756
C -4.65906 3.15624 2.24933
C -3.30745 2.63940 2.99903
C -4.53880 -2.58246 0.61269
C -3.26544 -2.28549 1.56139
O -3.34545 -1.98618 2.77591
H 0.44117 -0.47273 -2.26624
H 1.85422 0.64256 -2.75338
H 0.19839 1.39204 -2.32415
H 1.68700 -0.22606 1.46729
H 2.88396 -0.99653 0.29688
H -0.74531 -0.56694 1.63883
H -0.22497 -4.86051 -1.58378
H 2.07016 -4.31675 -2.04372
H 1.46574 -2.27134 -3.52401
H 3.20822 -2.83559 -3.53543
H 2.82884 -1.26796 -2.61868
H 3.39498 -3.04563 0.40850
H 3.89672 -4.48569 -0.61086
H 5.10711 -3.02148 -2.29552
H 5.73836 -2.59483 -0.55491
H 4.61929 -1.44657 -1.43202
H -5.67375 -6.02330 -1.84056
H -8.92265 -3.78336 -2.06008
H -7.58368 -4.70985 -3.02294
H -8.83541 -2.40941 -4.13920
H -7.45700 -1.56530 -3.24266
H -7.01095 -2.27684 -5.74864
H -6.89777 -4.03151 -5.21018
H -4.59298 -1.39159 -4.65845
H -8.28122 -0.40833 0.26844
H -8.39433 -0.88133 -1.50581
H -10.34098 -2.04440 -1.88480
H -5.43026 -0.69468 2.68804
H -7.12932 -0.51347 2.03066
H -4.71762 0.97200 0.51890
H -6.60027 1.21800 0.46302
H -5.44722 1.35268 3.32600
H -6.79074 2.34804 2.57167
H -5.05891 4.00849 2.91927
H -4.46729 3.49425 1.17803
H -2.57823 3.50841 3.13929
H -2.82678 1.74725 2.45669
H -3.57532 2.25456 4.05711
C -1.02466 -1.51192 -6.47847
C -0.84035 -2.78030 -7.29088
O 0.30628 -2.70276 -8.14116
S 1.77341 -2.80570 -7.46406
C 2.70414 -2.96520 -8.96202
O 1.86098 -4.04039 -6.72871
O 2.10049 -1.53981 -6.86731
H -0.20346 -1.37013 -5.77264
H -1.95331 -1.55212 -5.90554
H -1.04626 -0.63577 -7.13127
H -0.77756 -3.65968 -6.64314
H -1.70901 -2.91850 -7.93857
H 2.44229 -3.90413 -9.44810
H 3.76098 -2.96232 -8.69432
H 2.48349 -2.11512 -9.60688
C 1.34297 4.33486 5.11701
C 2.22426 3.12768 4.85246
O 1.76503 1.97166 5.55574
S 0.42489 1.23155 5.02696
C 0.54965 -0.21732 6.03675
O 0.61409 0.85381 3.64932
O -0.72175 1.98016 5.46111
H 0.33742 4.18746 4.71757
H 1.76020 5.22800 4.64748
H 1.24303 4.51053 6.19086
H 2.29866 2.91916 3.78083
H 3.23453 3.33817 5.21107
H 1.43520 -0.78124 5.74636
H -0.34776 -0.81349 5.86850
H 0.60271 0.08475 7.08227
C 8.38934 -2.15336 4.30481
C 6.91639 -1.79095 4.24680
O 6.70958 -0.50689 3.65263
S 6.90874 -0.35721 2.05383
C 6.23636 1.27297 1.89134
O 6.03470 -1.28580 1.38516
O 8.31586 -0.28943 1.76417
H 8.80790 -2.27546 3.30357
H 8.53508 -3.09188 4.84335
H 8.96073 -1.36501 4.80152
H 6.34077 -2.55528 3.71613
H 6.52174 -1.73841 5.26402
H 5.17647 1.24993 2.14198
H 6.37083 1.58247 0.85447
H 6.78086 1.94700 2.55235
C 10.51456 4.59890 6.89920
C 9.44531 3.76685 6.21476
O 9.80644 3.44081 4.87122
S 10.96155 2.32982 4.63270
C 10.73802 2.14009 2.88691
O 10.57292 1.10737 5.28718
O 12.24415 2.93797 4.85633
H 11.43940 4.03201 7.02391
H 10.18210 4.91590 7.88977
H 10.75392 5.48335 6.30380
H 9.22652 2.85801 6.78333
H 8.52048 4.34628 6.16434
H 9.75398 1.71302 2.69587
H 11.51558 1.46680 2.52566
H 10.84192 3.11404 2.40936
C -2.99924 6.17711 -2.88090
C -4.05623 5.69046 -1.90629
O -5.35054 5.64504 -2.50820
S -5.65657 4.47042 -3.57661
C -7.40303 4.73101 -3.71005
O -5.42579 3.19677 -2.94438
O -5.05805 4.81613 -4.83635
H -2.86339 5.47234 -3.70379
H -2.03623 6.29349 -2.37978
H -3.29115 7.13480 -3.31882
H -3.79246 4.71305 -1.49128
H -4.11719 6.39022 -1.06963
H -7.87260 4.50817 -2.75277
H -7.77837 4.05572 -4.47925
H -7.58430 5.76430 -4.00435
```


Below is a 2-piece molecular cluster, C4H7NO3 overall in a non-equilibrium geometry, with properties calculated with wB97M-V/def2-TZVPD.

Calculated values
Net charge: 0
E, eV: -11892.343
E_LUMO, eV: 0.55
SMILES: C=CC(=O)O.[H]/N=C/O
Frontier orbital gap, eV: 10.631
Spin multiplicity: 1
ΔE to the lowest compared entry with this formula, charge and spin, kJ/mol: 283.1

Geometry as XYZ:
```
15
C4H7NO3 (wB97M-V/def2-TZVPD)
C 0.21541 -1.10644 2.10424
C -0.48547 -0.37825 1.27013
C -0.93274 -0.89155 -0.04985
O -1.94158 -0.40258 -0.64487
O -0.48343 -2.06451 -0.38830
H 0.55710 -0.82510 3.18252
H 0.44859 -2.08425 1.90957
H -0.64432 0.77874 1.53250
H -0.73395 -2.20542 -1.40244
H 1.55535 0.88083 -0.65615
N 0.74250 0.67801 -1.11697
C 0.14217 1.70544 -1.61533
O -1.09790 1.69584 -2.24913
H 0.68399 2.64129 -1.79067
H -1.76123 1.11679 -1.83933
```